(1)
Density functional theory data (ωB97M-V with the def2-TZVPD basis set) for a cluster of 3 separate species, C13H30BrIN2O7P2 in total at a distorted geometry.

Computed properties:
LUMO, Eh: 0.0074
HOMO energy, eV: -9.23
Kohn-Sham gap, eV: 9.43

The geometry in ORCA input format:
```
! wB97M-V def2-TZVPD RIJCOSX def2/J DEFGRID3
* xyz 0 1
O 0.834 -1.389 0.685
P 1.094 -0.225 -0.180
O 1.010 1.164 0.587
O 2.583 -0.293 -0.779
P -0.121 0.092 -1.942
C -1.871 -0.321 -1.495
O -2.119 -1.264 -0.481
C -2.520 -2.551 -0.888
C -1.870 -3.584 0.046
C -0.458 -3.908 -0.442
C 0.428 -4.562 0.605
C 1.880 -4.617 0.131
I 2.226 -6.194 -1.277
O -1.781 -3.130 1.388
C -2.968 -2.919 2.045
Br -3.192 -1.046 2.591
H 1.461 1.044 1.430
H 2.835 -1.221 -0.720
H 0.309 -0.991 -2.722
H -2.331 0.611 -1.164
H -2.358 -0.593 -2.436
H -3.609 -2.641 -0.842
H -2.177 -2.760 -1.903
H -2.465 -4.505 0.029
H 0.002 -2.966 -0.743
H -0.569 -4.553 -1.315
H 0.103 -5.588 0.777
H 0.421 -3.986 1.525
H 2.581 -4.756 0.946
H 2.138 -3.699 -0.390
H -3.847 -3.157 1.451
H -2.991 -3.474 2.977
C 3.489 3.596 3.740
N 3.570 3.495 5.184
C 2.967 2.592 6.008
C 2.077 1.551 5.365
O 3.140 2.638 7.212
H 4.482 3.501 3.298
H 3.072 4.562 3.453
H 2.857 2.812 3.338
H 4.137 4.168 5.675
H 1.666 0.917 6.144
H 1.254 2.029 4.831
H 2.644 0.931 4.669
C -2.084 4.538 -3.491
N -1.532 3.240 -3.825
C -1.077 2.798 -5.028
C -1.129 3.766 -6.188
O -0.640 1.667 -5.149
H -1.477 5.025 -2.727
H -3.101 4.433 -3.108
H -2.112 5.176 -4.368
H -1.445 2.554 -3.090
H -0.731 3.267 -7.065
H -2.156 4.074 -6.391
H -0.529 4.653 -5.982
*
```

(2)
Density functional theory data (ωB97M-V with the def2-TZVPD basis set) for the molecule C5H10N2S at a distorted geometry.

Computed properties:
LUMO, Eh: 0.0228
Energy relative to the best compared isomer or geometry (same formula, charge and spin), kJ/mol: 164.1
HOMO energy, eV: -8.61
Kohn-Sham gap, eV: 9.23

The geometry in ORCA input format:
```
! wB97M-V def2-TZVPD RIJCOSX def2/J DEFGRID3
* xyz 0 1
H -0.754 2.253 1.284
N -0.036 2.731 0.775
C 0.577 1.949 -0.040
N 0.402 0.597 -0.284
C 1.274 -0.056 -1.254
C -0.594 -0.187 0.339
C -1.873 0.256 0.440
C -0.136 -1.469 0.970
S -0.446 -2.991 -0.020
H 1.321 2.410 -0.738
H 1.857 -0.877 -0.752
H 0.679 -0.475 -2.005
H 1.940 0.714 -1.633
H -2.162 1.170 -0.044
H -2.678 -0.304 0.936
H -0.681 -1.646 1.916
H 0.897 -1.356 1.227
H 0.416 -2.719 -1.119
*
```

(3)
Density functional theory data (ωB97M-V with the def2-TZVPD basis set) for a cluster of 2 separate species, C6H5BO in total at a distorted geometry.

Computed properties:
LUMO (alpha / beta), Eh: -0.0369 / -0.0369
Energy relative to the best compared isomer or geometry (same formula, charge and spin), kJ/mol: 436.0
HOMO energy (alpha / beta), eV: -9.49 / -9.48
Kohn-Sham gap (alpha / beta), eV: 8.49 / 8.48

The geometry in ORCA input format:
```
! wB97M-V def2-TZVPD RIJCOSX def2/J DEFGRID3
* xyz 0 1
B 2.017 -0.467 0.089
C -1.614 1.041 -0.012
C -0.277 1.201 0.031
C -2.886 -1.231 -0.051
C 0.778 -1.236 0.025
C -2.281 -0.192 -0.026
C 0.677 0.147 0.058
O 4.524 -0.054 -0.083
H -2.259 1.911 -0.034
H 0.129 2.205 0.045
H -3.411 -2.140 -0.063
H 0.122 -2.078 -0.034
H 4.482 0.893 0.055
*
```

(4)
Density functional theory data (ωB97M-V with the def2-TZVPD basis set) for a structure of composition C21H24AuIN2OS3 at a distorted geometry.

Computed properties:
LUMO (alpha / beta), Eh: 0.0168 / -0.0564
Energy relative to the best compared isomer or geometry (same formula, charge and spin), kJ/mol: 6.9
HOMO energy (alpha / beta), eV: -6.64 / -8.34
Kohn-Sham gap (alpha / beta), eV: 7.10 / 6.80

The geometry in ORCA input format:
```
! wB97M-V def2-TZVPD RIJCOSX def2/J DEFGRID3
* xyz 0 3
Au 0.439 -1.001 -0.931
C -1.008 -2.477 3.316
C -0.855 -2.056 1.885
S 0.474 -1.022 1.610
C -1.726 -2.518 0.916
C -2.675 -3.645 1.183
S -1.855 -1.872 -0.658
H -0.413 -1.819 3.943
H -0.655 -3.499 3.453
H -2.048 -2.420 3.633
H -2.846 -3.817 2.239
H -2.248 -4.555 0.756
H -3.628 -3.469 0.688
C -0.881 1.715 4.871
C -1.005 1.759 3.379
C -2.092 1.181 2.734
C -2.161 1.158 1.353
C -1.144 1.731 0.613
C -0.080 2.354 1.234
C -0.014 2.368 2.614
S -1.238 1.658 -1.189
C -2.431 3.064 -1.277
O 0.041 2.208 -1.685
H -1.649 1.077 5.302
H -0.967 2.712 5.303
H 0.096 1.319 5.145
H -2.894 0.742 3.312
H -2.995 0.695 0.848
H 0.681 2.821 0.629
H 0.820 2.853 3.102
H -1.996 3.926 -0.786
H -3.338 2.742 -0.777
H -2.637 3.288 -2.318
I -0.740 -1.479 -7.199
C -0.239 -0.694 -5.334
C 0.585 0.382 -5.064
N 0.595 0.514 -3.731
N -0.174 -0.393 -3.142
C -0.688 -1.149 -4.092
H 1.152 1.011 -5.720
H 0.943 1.265 -3.140
H -1.354 -1.954 -3.868
C 5.222 -0.223 -1.231
C 4.746 -1.520 -1.295
C 3.380 -1.760 -1.247
C 2.480 -0.711 -1.147
C 2.969 0.584 -1.096
C 4.332 0.832 -1.135
H 6.287 -0.032 -1.254
H 5.434 -2.353 -1.370
H 3.030 -2.782 -1.285
H 2.280 1.413 -1.017
H 4.688 1.852 -1.078
*
```

(5)
Density functional theory data (ωB97M-V with the def2-TZVPD basis set) for the molecule C5H2O.

Computed properties:
LUMO (alpha / beta), Eh: -0.0224 / -0.0224
Energy relative to the best compared isomer or geometry (same formula, charge and spin), kJ/mol: 146.9
HOMO energy (alpha / beta), eV: -10.15 / -10.15
Kohn-Sham gap (alpha / beta), eV: 9.54 / 9.54

The geometry in ORCA input format:
```
! wB97M-V def2-TZVPD RIJCOSX def2/J DEFGRID3
* xyz 0 1
C 2.079 -0.312 0.181
C 1.441 0.284 -0.659
C 0.200 0.662 -1.134
C -1.011 0.595 -0.980
C -1.657 0.032 0.222
O -1.973 -1.119 0.370
H 2.566 -0.890 0.934
H -1.645 0.748 1.065
*
```

(6)
Density functional theory data (ωB97M-V with the def2-TZVPD basis set) for a structure of composition C3H3HgO2 at a distorted geometry.

Computed properties:
LUMO (alpha / beta), Eh: -0.0345 / -0.0756
Energy relative to the best compared isomer or geometry (same formula, charge and spin), kJ/mol: 266.8
HOMO energy (alpha / beta), eV: -8.17 / -8.28
Kohn-Sham gap (alpha / beta), eV: 7.24 / 6.22

The geometry in ORCA input format:
```
! wB97M-V def2-TZVPD RIJCOSX def2/J DEFGRID3
* xyz 0 2
C 0.360 0.435 -0.447
C 1.540 -0.106 -0.751
H 0.092 1.437 -0.790
H 2.297 0.473 -1.280
H 1.721 -1.173 -0.608
Hg -3.081 -0.856 1.791
O -1.169 0.645 1.534
C -0.618 -0.245 0.846
O -1.142 -0.609 -0.295
*
```

(7)
Density functional theory data (ωB97M-V with the def2-TZVPD basis set) for a structure of composition C4H8N3S at a distorted geometry.

Computed properties:
LUMO (alpha / beta), Eh: -0.2579 / -0.2580
Energy relative to the best compared isomer or geometry (same formula, charge and spin), kJ/mol: 789.5
HOMO energy (alpha / beta), eV: -12.79 / -12.79
Kohn-Sham gap (alpha / beta), eV: 5.77 / 5.77

The geometry in ORCA input format:
```
! wB97M-V def2-TZVPD RIJCOSX def2/J DEFGRID3
* xyz 1 1
C -0.647 -0.402 0.697
C -0.196 -0.244 -0.610
C -1.843 -1.078 1.239
C 0.007 -0.011 1.932
N 1.682 0.998 0.038
N 1.170 1.174 -2.909
N 0.921 0.466 -0.724
S -1.306 -0.700 2.986
H -0.547 -0.723 -1.535
H -2.725 -0.648 0.890
H -1.961 -2.200 1.025
H 0.946 -0.390 1.981
H -0.131 1.131 2.103
H 2.651 1.187 -0.339
H 1.747 0.497 -3.378
H 0.231 0.944 -3.396
*
```

(8)
Density functional theory data (ωB97M-V with the def2-TZVPD basis set) for a structure of composition C27H41N4O4PPtSTe.

Computed properties:
LUMO, Eh: -0.0087
HOMO energy, eV: -6.61
Kohn-Sham gap, eV: 6.37

The geometry in ORCA input format:
```
! wB97M-V def2-TZVPD RIJCOSX def2/J DEFGRID3
* xyz 0 1
Pt -1.288 0.617 -1.325
C 5.360 2.122 0.225
C 4.995 0.842 -0.538
C 5.353 -0.386 0.312
C 5.809 0.793 -1.831
C 3.496 0.824 -0.808
C 2.949 0.776 -2.077
C 1.574 0.705 -2.240
N 0.734 0.689 -1.207
C 1.238 0.815 0.039
C 2.594 0.863 0.259
C 0.224 0.924 1.126
C 0.522 0.855 2.467
C -0.497 0.911 3.423
C -1.793 1.022 2.947
C -2.025 1.099 1.582
N -1.037 1.083 0.698
C -0.150 0.857 4.907
C 0.700 2.088 5.253
C 0.647 -0.421 5.200
C -1.401 0.864 5.785
H 6.437 2.157 0.394
H 4.866 2.170 1.197
H 5.073 3.009 -0.344
H 6.429 -0.406 0.498
H 5.077 -1.308 -0.201
H 4.845 -0.372 1.278
H 6.872 0.777 -1.588
H 5.621 1.668 -2.457
H 5.585 -0.103 -2.413
H 3.565 0.790 -2.964
H 1.117 0.655 -3.217
H 2.959 0.944 1.273
H 1.549 0.731 2.780
H -2.642 1.034 3.614
H -3.018 1.172 1.156
H 1.628 2.110 4.680
H 0.956 2.078 6.314
H 0.153 3.008 5.040
H 1.587 -0.452 4.647
H 0.070 -1.308 4.931
H 0.883 -0.474 6.264
H -1.993 1.769 5.635
H -1.105 0.832 6.834
H -2.035 -0.002 5.588
S -1.007 3.256 -2.566
C -2.504 3.429 -3.251
N -3.632 3.155 -2.514
C -4.875 3.180 -3.015
C -5.079 3.585 -4.291
C -3.912 3.910 -5.020
N -2.699 3.834 -4.555
H -3.467 2.664 -1.639
H -5.667 2.860 -2.352
H -6.065 3.629 -4.725
H -3.997 4.240 -6.053
C -4.115 -0.320 -1.023
O -3.257 0.785 -1.116
H -5.152 0.039 -1.067
H -3.985 -0.876 -0.085
H -3.988 -1.031 -1.843
C 1.551 -3.145 0.264
C 0.644 -4.017 -0.578
O 0.121 -3.264 -1.687
P -1.319 -2.560 -1.489
O -1.481 -2.075 -0.098
Te -1.420 -1.041 -3.382
O -2.373 -3.779 -1.616
C -2.373 -4.604 -2.788
C -3.502 -5.598 -2.661
H 1.938 -3.714 1.113
H 0.985 -2.293 0.641
H 2.393 -2.780 -0.329
H -0.174 -4.413 0.026
H 1.191 -4.854 -1.014
H -1.407 -5.109 -2.872
H -2.503 -3.972 -3.673
H -3.425 -6.131 -1.713
H -3.461 -6.323 -3.474
H -4.467 -5.091 -2.691
*
```

(9)
Density functional theory data (ωB97M-V with the def2-TZVPD basis set) for a structure of composition C18H36FHfO6 at a distorted geometry.

Computed properties:
LUMO, Eh: -0.5239
Energy relative to the best compared isomer or geometry (same formula, charge and spin), kJ/mol: 269.7
HOMO energy, eV: -16.45
Kohn-Sham gap, eV: 2.19

The geometry in ORCA input format:
```
! wB97M-V def2-TZVPD RIJCOSX def2/J DEFGRID3
* xyz 3 1
Hf -0.007 0.511 3.491
F 0.397 0.419 1.142
C 2.145 -1.358 -1.702
C 2.041 -2.308 -0.509
O 2.314 -1.916 0.613
C 1.794 -3.767 -0.799
H 1.257 -0.786 -1.432
H 1.927 -1.887 -2.630
H 3.105 -0.843 -1.700
H 2.637 -4.167 -1.362
H 0.892 -3.965 -1.378
H 1.706 -4.255 0.172
C -1.326 -0.360 -3.669
C -1.928 -1.425 -2.799
O -2.406 -2.431 -3.327
C -2.144 -1.091 -1.318
H -1.548 -0.601 -4.709
H -0.244 -0.431 -3.773
H -1.744 0.639 -3.548
H -1.268 -1.070 -0.670
H -2.730 -1.942 -0.973
H -2.671 -0.137 -1.298
C 0.746 1.724 -2.323
C 1.602 2.979 -2.134
O 2.766 2.991 -2.433
C 0.974 4.273 -1.750
H 0.300 1.314 -1.417
H 1.351 0.942 -2.784
H 0.049 1.893 -3.144
H 0.442 4.591 -2.647
H 1.849 4.869 -1.490
H 0.222 4.117 -0.977
C -2.724 -3.074 1.911
C -1.260 -2.845 2.362
O -0.827 -1.646 2.594
C -0.340 -4.059 2.465
H -2.976 -3.952 2.506
H -2.715 -3.408 0.873
H -3.283 -2.159 2.107
H -0.808 -4.741 3.175
H 0.640 -3.924 2.923
H -0.183 -4.505 1.483
C 3.225 1.961 0.911
C 3.247 1.990 2.369
O 2.354 1.421 2.997
C 4.327 2.833 3.051
H 2.455 1.270 0.567
H 4.209 1.762 0.487
H 2.990 2.930 0.471
H 4.520 2.308 3.986
H 4.075 3.886 3.179
H 5.252 2.676 2.497
C -4.249 0.583 1.456
C -3.007 1.394 1.417
O -2.076 1.171 2.185
C -2.929 2.513 0.401
H -4.201 0.176 2.466
H -4.264 -0.333 0.866
H -5.211 1.040 1.224
H -3.017 2.018 -0.566
H -1.952 2.995 0.436
H -3.774 3.197 0.479
*
```